# 1
Below is a cluster of 2 separate species, C4H9N4O2 in total at a distorted geometry, with properties calculated with the ωB97M-V functional and the def2-TZVPD basis.

Output
* max |F|: 1.73 eV/Å
* LUMO level (alpha / beta): -5.707 / -6.064 eV
* electronic energy: -14335.7303 eV
* charge: +1
* highest occupied orbital energy (alpha / beta): -0.5098 / -0.5075 hartree
* orbital gap (alpha / beta): 8.17 / 7.74 eV
* spin multiplicity: 1

Each line ends with the natural charge from an NBO analysis.
Geometry (Å):
1 C 0.793 0.704 0.064  0.28
2 C -0.138 1.707 -0.124  0.12
3 C 2.910 -0.181 -0.153  -0.23
4 C 1.877 -1.317 -0.054  -0.23
5 N -3.641 0.519 0.096  -0.03
6 N 2.113 0.986 0.180  -0.52
7 N -2.465 0.185 0.394  0.19
8 N 0.619 -0.599 -0.123  -0.51
9 O -2.117 -0.992 0.232  -0.50
10 O -4.599 -0.326 -0.391  -0.50
11 H -0.343 2.469 0.611  0.18
12 H 3.724 -0.283 0.568  0.24
13 H 3.340 -0.099 -1.157  0.22
14 H 1.950 -2.027 -0.877  0.24
15 H 1.959 -1.868 0.888  0.22
16 H 2.492 1.918 0.129  0.43
17 H -3.976 1.470 0.209  0.42
18 H -0.295 -1.044 -0.039  0.46
19 H -4.201 -1.222 -0.453  0.51

Atoms 1-3, force components in eV/Å:
1.284 -1.127 -0.279
-1.053 0.756 -0.238
0.545 -0.484 -0.124

---

# 2
Below is a structure of composition C46H50FeN3OP2S3 at a distorted geometry, with properties calculated with the ωB97M-V functional and the def2-TZVPD basis.

Output
* max |F|: 2.59 eV/Å
* LUMO level (alpha / beta): 0.022 / -0.160 eV
* electronic energy: -140497.5651 eV
* ⟨S²⟩: 8.771
* highest occupied orbital energy (alpha / beta): -0.2734 / -0.2740 hartree
* orbital gap (alpha / beta): 7.46 / 7.30 eV
* spin multiplicity: 6

Each line ends with the Löwdin spin population.
Geometry (Å):
1 Fe 1.257 0.458 -0.387  3.69
2 C -6.582 -1.804 2.130  0.00
3 S -6.712 -2.708 0.596  0.00
4 C -4.926 -3.216 0.388  0.00
5 C -3.916 -2.110 0.147  0.00
6 C -2.540 -2.252 0.754  0.00
7 N -1.645 -1.061 0.562  0.00
8 P -0.627 -0.652 1.960  0.02
9 C -0.198 -2.360 2.539  0.00
10 C 0.860 -2.932 1.803  0.00
11 C 1.448 -4.105 2.207  0.00
12 C 0.906 -4.840 3.258  0.00
13 C -0.230 -4.340 3.897  0.00
14 C -0.741 -3.083 3.561  0.00
15 C -1.829 -0.035 3.192  0.00
16 C -1.341 0.168 4.498  0.00
17 C -2.148 0.840 5.431  0.00
18 C -3.388 1.289 5.024  0.00
19 C -3.852 1.130 3.723  0.00
20 C -3.077 0.449 2.827  0.00
21 P -1.015 -0.415 -0.848  0.02
22 C -2.094 0.950 -1.394  0.00
23 C -1.541 1.943 -2.204  0.00
24 C -2.324 3.025 -2.595  0.00
25 C -3.678 3.094 -2.168  0.00
26 C -4.229 2.064 -1.384  0.00
27 C -3.414 1.001 -1.061  0.00
28 C -1.089 -1.711 -2.066  0.00
29 C -1.937 -1.511 -3.169  0.00
30 C -2.098 -2.553 -4.066  0.00
31 C -1.454 -3.773 -3.865  0.00
32 C -0.716 -3.983 -2.712  0.00
33 C -0.492 -2.964 -1.837  0.00
34 H -7.576 -1.395 2.269  0.00
35 H -5.843 -0.998 2.001  0.00
36 H -6.349 -2.513 2.973  0.00
37 H -4.993 -3.973 -0.396  0.00
38 H -4.664 -3.795 1.307  0.00
39 H -4.343 -1.201 0.575  0.00
40 H -3.855 -1.913 -0.902  0.00
41 H -2.008 -3.125 0.395  0.00
42 H -2.670 -2.441 1.789  0.00
43 H 1.245 -2.388 0.958  0.00
44 H 2.352 -4.496 1.780  0.00
45 H 1.317 -5.773 3.628  0.00
46 H -0.782 -4.840 4.677  0.00
47 H -1.535 -2.708 4.157  0.00
48 H -0.340 -0.174 4.768  0.00
49 H -1.775 1.105 6.389  0.00
50 H -4.033 1.822 5.698  0.00
51 H -4.825 1.579 3.389  0.00
52 H -3.250 0.446 1.757  0.00
53 H -0.498 1.873 -2.442  0.00
54 H -1.860 3.848 -3.187  0.00
55 H -4.343 3.924 -2.432  0.00
56 H -5.272 2.177 -1.023  0.00
57 H -3.814 0.177 -0.527  0.00
58 H -2.489 -0.577 -3.310  0.00
59 H -2.772 -2.382 -4.904  0.00
60 H -1.673 -4.623 -4.530  0.00
61 H -0.297 -4.942 -2.524  0.00
62 H 0.160 -3.114 -1.017  0.00
63 C 1.889 5.187 -4.504  0.00
64 C 3.018 4.880 -3.754  0.00
65 C 3.134 3.583 -3.192  0.00
66 C 2.152 2.627 -3.392  0.00
67 C 1.054 2.974 -4.155  0.00
68 C 0.918 4.216 -4.683  0.00
69 N 2.321 1.405 -2.653  0.03
70 N 2.401 0.380 -3.324  0.00
71 C 2.839 -0.786 -2.589  0.02
72 C 3.449 -1.766 -3.356  0.00
73 C 4.123 -2.845 -2.741  0.01
74 C 4.132 -2.864 -1.311  0.00
75 C 3.407 -1.888 -0.608  0.02
76 C 2.740 -0.818 -1.210  0.05
77 H 1.693 6.193 -4.828  0.00
78 H 3.746 5.641 -3.523  0.00
79 H 4.002 3.377 -2.607  0.00
80 H 0.266 2.206 -4.317  0.00
81 H -0.003 4.419 -5.238  0.00
82 H 3.384 -1.658 -4.403  0.00
83 H 4.539 -3.640 -3.345  0.00
84 H 4.681 -3.595 -0.756  0.00
85 H 3.525 -1.978 0.470  0.00
86 C 1.053 5.289 0.149  0.00
87 O -0.030 4.481 0.677  0.00
88 C 0.204 3.176 0.949  0.01
89 S -1.138 2.327 1.515  0.03
90 S 1.752 2.626 0.595  0.04
91 H 0.566 6.202 -0.118  0.00
92 H 1.566 4.873 -0.695  0.00
93 H 1.715 5.508 1.001  0.00
94 C 5.780 -0.050 2.473  0.03
95 C 5.360 1.402 2.279  0.09
96 C 5.089 1.718 0.804  0.05
97 C 6.321 2.393 2.814  0.72
98 H 5.060 -0.774 2.165  0.00
99 H 6.005 -0.235 3.558  0.00
100 H 6.670 -0.331 1.940  0.00
101 H 4.415 1.469 2.771  0.00
102 H 5.827 1.293 0.108  0.00
103 H 5.020 2.813 0.619  0.00
104 H 4.103 1.302 0.506  0.01
105 H 7.272 2.473 2.324  0.05
106 H 6.124 3.212 3.528  0.05

Atoms 1-3, force components in eV/Å:
0.692 0.186 0.350
0.362 -0.569 0.470
1.144 -0.335 -0.648

---

# 3
Below is a structure of composition C21H60KN3O22S4 at a distorted geometry, with properties calculated with the ωB97M-V functional and the def2-TZVPD basis.

Output
* max |F|: 4.07 eV/Å
* LUMO level: -2.679 eV
* electronic energy: -131911.6549 eV
* highest occupied orbital energy: -0.1781 hartree
* orbital gap: 2.17 eV
* spin multiplicity: 1

Each line ends with the Löwdin charge.
Geometry (Å):
1 K 26.187 17.357 8.877  0.98
2 C 27.125 9.134 5.932  -0.11
3 C 28.357 9.852 6.533  -0.68
4 C 29.539 9.766 5.599  -0.14
5 O 28.168 11.192 7.029  -0.43
6 H 26.852 9.621 4.996  0.05
7 H 26.233 9.285 6.539  0.05
8 H 27.292 8.102 5.622  0.05
9 H 28.704 9.187 7.324  0.08
10 H 29.960 8.813 5.278  0.05
11 H 30.393 10.254 6.068  0.05
12 H 29.317 10.373 4.722  0.05
13 C 32.869 13.511 11.141  -0.23
14 O 31.801 14.319 10.918  -0.10
15 H 33.610 13.507 10.341  0.08
16 H 33.386 13.771 12.064  0.08
17 H 32.550 12.484 11.323  0.08
18 H 31.311 13.756 10.314  0.08
19 C 21.321 13.096 7.131  -0.15
20 O 22.216 13.154 8.240  -0.14
21 H 21.135 12.038 6.945  0.08
22 H 20.451 13.742 7.245  0.08
23 H 21.844 13.401 6.225  0.07
24 H 23.091 12.770 8.146  0.08
25 C 26.484 15.494 2.318  -0.16
26 O 27.198 15.714 3.526  -0.15
27 H 26.979 14.650 1.838  0.08
28 H 25.425 15.376 2.550  0.08
29 H 26.649 16.276 1.577  0.07
30 H 27.341 14.879 3.978  0.07
31 O 33.672 1.424 8.136  -0.29
32 S 34.391 2.308 9.010  0.68
33 O 34.381 2.082 10.481  -0.31
34 O 35.956 2.449 8.500  -0.27
35 C 36.174 2.752 7.141  -0.31
36 C 37.625 2.565 6.760  -0.07
37 C 33.850 4.039 8.575  -0.11
38 H 35.942 3.816 7.093  0.10
39 H 35.569 2.134 6.478  0.12
40 H 37.851 1.502 6.680  0.08
41 H 38.312 2.966 7.506  0.08
42 H 37.926 3.063 5.838  0.08
43 H 34.603 4.753 8.908  0.07
44 H 32.859 4.181 9.005  0.07
45 H 33.687 4.062 7.497  0.06
46 O 15.800 6.151 -2.228  -0.31
47 S 16.010 7.563 -2.562  0.69
48 O 14.905 8.307 -3.195  -0.32
49 O 16.386 8.399 -1.155  -0.26
50 C 17.447 7.814 -0.346  -0.29
51 C 18.309 8.889 0.298  -0.07
52 C 17.496 7.751 -3.699  -0.09
53 H 18.093 7.088 -0.840  0.10
54 H 16.995 7.148 0.389  0.12
55 H 19.107 8.481 0.919  0.08
56 H 17.677 9.522 0.921  0.08
57 H 18.831 9.495 -0.442  0.08
58 H 17.431 7.190 -4.632  0.07
59 H 18.337 7.404 -3.099  0.05
60 H 17.573 8.835 -3.784  0.06
61 O 34.751 3.834 -0.957  -0.31
62 S 34.107 3.744 0.355  0.65
63 O 34.097 2.440 0.992  -0.28
64 O 34.911 4.825 1.264  -0.28
65 C 34.830 6.198 0.812  -0.27
66 C 35.468 6.957 1.971  -0.07
67 C 32.440 4.509 0.323  -0.12
68 H 33.838 6.549 0.530  0.11
69 H 35.456 6.313 -0.073  0.12
70 H 36.455 6.672 2.334  0.08
71 H 34.765 6.954 2.805  0.08
72 H 35.656 7.969 1.612  0.08
73 H 31.669 3.741 0.274  0.07
74 H 32.330 5.159 -0.545  0.07
75 H 32.260 5.160 1.179  0.07
76 O 27.096 1.743 4.321  -0.33
77 S 26.067 0.874 4.985  0.74
78 O 25.778 0.905 6.428  -0.30
79 O 24.606 1.191 4.168  -0.28
80 C 24.624 1.219 2.733  -0.28
81 C 23.292 1.825 2.203  -0.06
82 C 26.305 -0.894 4.495  -0.11
83 H 24.728 0.211 2.331  0.10
84 H 25.462 1.805 2.357  0.11
85 H 23.480 2.369 1.278  0.07
86 H 22.767 2.399 2.967  0.08
87 H 22.578 1.091 1.830  0.07
88 H 26.356 -0.984 3.410  0.05
89 H 25.519 -1.571 4.831  0.07
90 H 27.305 -1.149 4.847  0.07
91 C 26.410 11.075 14.333  0.06
92 N 26.393 12.590 14.514  -0.44
93 O 26.860 13.034 15.526  0.07
94 O 25.857 13.328 13.685  0.03
95 H 26.612 10.913 13.274  0.10
96 H 25.366 10.781 14.441  0.10
97 H 27.010 10.476 15.018  0.10
98 C 33.375 14.262 1.350  0.05
99 N 33.412 13.707 -0.016  -0.46
100 O 32.761 12.740 -0.278  0.07
101 O 34.107 14.227 -0.910  0.03
102 H 32.326 14.540 1.449  0.10
103 H 34.076 15.095 1.399  0.10
104 H 33.548 13.439 2.044  0.10
105 C 21.093 5.200 7.643  0.05
106 N 19.984 4.167 7.609  -0.42
107 O 20.026 3.197 8.361  0.07
108 O 19.065 4.502 6.817  0.02
109 H 21.437 5.239 6.609  0.10
110 H 21.836 4.844 8.356  0.09
111 H 20.597 6.123 7.943  0.10

Atoms 1-3, force components in eV/Å:
0.057 -0.258 -0.049
-0.100 1.217 -0.641
-0.154 1.182 1.308

---

Computed values of energy above the lowest of the compared OMol25 structures with the same formula, charge and spin (unit: kcal per mole) for the preceding records, in sequence: 149.28 0.00 156.28.